72
Properties=species:S:1:pos:R:3 method="wB97M-V/def2-TZVPD" spin_multiplicity=1 smiles=CCO.CCO.CCO.CCO.CCO.CCO.CCO.CCO e_above_lowest_ev=11.2707 lumo_ev=0.336 molar_mass_da=368.55
C -5.00586 0.84344 -1.21782
C -3.60686 0.42144 -1.13082
O -3.45786 -0.55256 -2.22682
H -5.53286 0.04744 -1.21282
H -5.34086 1.37644 -2.27182
H -5.18486 1.52444 -0.39382
H -3.39386 -0.08956 -0.08382
H -2.97486 1.39444 -1.41982
H -2.47586 -0.67056 -2.34182
C 1.98814 4.25244 1.49818
C 1.72614 4.16544 -0.09282
O 0.44714 3.79244 -0.16082
H 1.90514 3.33844 2.00818
H 1.25314 4.99744 1.83318
H 3.12114 4.37844 1.87318
H 2.60314 3.48444 -0.71182
H 1.70514 5.05244 -0.69182
H 0.21614 4.12144 -1.02382
C -1.83786 -4.13956 -0.83282
C -1.78286 -5.32156 0.14418
O -2.92986 -6.09956 0.09418
H -2.78786 -3.59756 -0.48182
H -2.10086 -4.39356 -1.85682
H -0.97186 -3.49656 -1.05082
H -1.74486 -4.90056 1.22718
H -0.96686 -5.89556 -0.23382
H -3.04986 -6.85756 0.82918
C 5.96014 0.02144 -0.60782
C 4.40614 0.09444 -0.33082
O 3.67614 -0.59056 -1.32582
H 6.05614 0.76144 -1.48482
H 6.30814 -0.99956 -0.86382
H 6.63214 0.17744 0.16918
H 4.07714 1.18544 -0.12982
H 4.25114 -0.59956 0.44818
H 2.77514 -0.41356 -1.30582
C 1.13114 -0.09856 1.32818
C 0.20014 0.02044 0.10618
O 0.97814 0.49544 -1.02482
H 1.71214 0.79344 1.51418
H 1.93714 -0.86756 1.31018
H 0.62814 -0.65956 2.02818
H -0.46386 0.86244 0.38618
H -0.40386 -0.88356 -0.27982
H 0.32814 0.65244 -1.59482
C 1.14114 -3.89056 1.87518
C 2.10414 -3.73656 3.16418
O 1.47814 -4.10956 4.38918
H 1.60814 -3.59756 1.01618
H 0.07014 -3.22456 2.08618
H 1.10714 -5.07256 1.72518
H 2.50014 -2.77656 3.25518
H 2.93514 -4.43556 3.12718
H 2.24314 -4.25156 4.98618
C -3.05686 3.24544 3.19518
C -2.16686 3.26844 1.91418
O -0.96886 2.72444 2.07118
H -2.45586 3.65344 3.98318
H -3.51486 2.28344 3.48818
H -3.81286 3.78444 3.16118
H -2.23286 4.12244 1.55218
H -2.58186 2.77044 1.01718
H -0.52786 3.05744 1.22818
C -0.72086 2.02744 -3.76382
C -0.26286 0.62344 -4.26482
O -0.78086 -0.38856 -3.33782
H -0.30986 2.13444 -2.74982
H -1.67386 2.06844 -3.73882
H -0.31386 2.80044 -4.51582
H 0.83214 0.56544 -4.45682
H -0.41986 0.38644 -5.28182
H -0.22686 -1.16056 -3.53882